Entry from OMol25: 2 unconnected molecules or ions with the total composition C6H14NOS (the ωB97M-V functional and the def2-TZVPD basis).

Calculated values
HOMO energy, eV: -0.67
E_LUMO, eV: 2.5
Maximum force, eV/Å: 0.43

ORCA input file:
```
! wB97M-V def2-TZVPD RIJCOSX def2/J DEFGRID3
* xyz -1 1
S 0.17957 2.08882 -2.42252
O 0.13950 1.24729 -1.21242
N -1.25507 -3.31343 2.16542
C -1.02058 -2.05802 2.01414
C 1.23981 -1.19665 1.97036
C 0.12194 3.80198 -1.86317
C 2.03079 -2.51759 2.04380
C -1.48233 2.07624 -3.12517
C -0.04938 -1.38718 1.11384
H -1.54129 2.78355 -3.95328
H 0.02576 4.47005 -2.71988
H 0.89853 -0.97928 2.99751
H 1.75775 -3.20677 1.23158
H 1.88801 -3.08620 2.98304
H -1.66733 1.06625 -3.48522
H 3.11274 -2.35719 1.95512
H 1.05713 3.99546 -1.34186
H -0.71536 -3.82652 1.46450
H 0.16290 -2.03004 0.25161
H -0.42017 -0.42827 0.74572
H -1.54886 -1.38908 2.70473
H -0.71465 3.92092 -1.17478
H -2.19940 2.32566 -2.34309
*
```



Entry from OMol25: 3 unconnected molecules or ions with the total composition C4H12NOS2 in a non-equilibrium geometry (the ωB97M-V functional and the def2-TZVPD basis).

Calculated values
HOMO energy, eV: -13.76
Energy relative to the best compared isomer or geometry (same formula, charge and spin), kJ/mol: 150.09
E_LUMO, eV: -4.2
Maximum force, eV/Å: 4.88

ORCA input file:
```
! wB97M-V def2-TZVPD RIJCOSX def2/J DEFGRID3
* xyz 1 1
S -0.04630 -3.22994 0.45947
S -2.22302 2.19068 0.96767
O 1.59404 -1.25436 0.82251
N 0.23757 0.69826 -0.44157
C -0.08152 0.40121 -1.65875
C 0.79188 -0.39702 -2.57380
C 0.59897 -1.81189 1.29229
C -0.13706 -1.28223 2.42072
H -1.11497 0.75674 -1.92106
H 0.30643 -0.26893 2.49734
H 0.92664 -3.37234 -0.50849
H 1.07993 0.17584 -0.05387
H -1.87111 1.20532 1.67145
H -3.37105 1.66106 0.81564
H 0.11754 -2.03897 3.25694
H 1.64217 -0.82776 -2.03506
H -0.37328 1.29825 0.00361
H 1.28889 0.42509 -3.34395
H -1.14735 -1.13067 2.08567
H 0.12839 -1.04535 -3.16310
*
```



Entry from OMol25: a single C4H9N3O molecule in a non-equilibrium geometry (the ωB97M-V functional and the def2-TZVPD basis).

Calculated values
HOMO energy, eV: -8.77
Energy relative to the best compared isomer or geometry (same formula, charge and spin), kJ/mol: 375.53
E_LUMO, eV: 0.6
SMILES: [H]/N=C\N(O)[C@@H]1C[C@H]1N
Maximum force, eV/Å: 1.96

ORCA input file:
```
! wB97M-V def2-TZVPD RIJCOSX def2/J DEFGRID3
* xyz 0 1
O 1.28314 -1.57379 -0.05979
N 3.45392 0.15882 0.01604
N -2.53296 -0.59746 -0.21294
N 1.10028 -0.18880 0.06369
C -1.38265 -0.03096 0.43508
C -0.18592 0.09227 -0.46587
C -0.90040 1.33727 0.03501
C 2.25053 0.53068 -0.06824
H -0.37794 -0.07999 -1.55062
H -1.38572 1.90283 -0.78425
H -2.30807 -1.58485 -0.34297
H -1.19432 -0.20645 1.48928
H 3.59008 -0.82125 0.21075
H -0.43362 1.95003 0.81914
H 1.93287 1.60608 -0.30456
H 0.49100 -1.97036 0.41486
H -3.40022 -0.52409 0.30541
*
```



Entry from OMol25: a molecular structure, C24H29ClIN5O4Pd (the ωB97M-V functional and the def2-TZVPD basis).

Calculated values
HOMO energy, eV: -7.22
Energy relative to the best compared isomer or geometry (same formula, charge and spin), kJ/mol: 118.29
E_LUMO, eV: -0.3
Maximum force, eV/Å: 0.49

ORCA input file:
```
! wB97M-V def2-TZVPD RIJCOSX def2/J DEFGRID3
* xyz 0 1
I -0.80948 1.33393 -3.45228
Pd -1.18546 -0.10060 -0.85324
Cl -2.98173 -2.69432 -0.40668
O -2.33614 -3.97774 -0.47931
O -2.48209 -1.98287 0.74966
O -4.39248 -2.83060 -0.33470
O -2.61129 -1.92068 -1.59580
N 1.23527 -3.42344 -1.87165
N 0.16606 -1.75394 -1.05647
N 0.88968 -3.70895 -0.60513
N 2.67194 1.87440 -1.51414
N 0.80099 -2.25175 -2.13060
C 2.34119 0.66422 1.41883
C 1.74524 3.02759 -1.33509
C -1.92646 5.30862 -2.14488
C -0.20328 -5.11165 2.10148
C 1.18945 -5.11332 1.46457
C -1.33072 4.19966 -2.77653
C 1.48177 0.63501 0.31806
C 2.13040 -4.07672 2.07827
C 1.15275 -5.03911 -0.06122
C 2.06678 0.53847 -1.05482
C -2.28773 2.69493 -1.10325
C -1.51299 2.94307 -2.27102
C 1.86008 0.94607 2.68397
C 0.22734 -2.66647 -0.11438
C 0.50817 1.22453 2.82411
C -0.35097 1.13784 1.73810
C -2.75893 5.11027 -1.08251
C -2.43357 1.40662 -0.50809
C 0.08451 0.78994 0.45052
C 3.99034 2.17113 -0.89954
C -3.42009 1.25142 0.43664
C -2.98946 3.81123 -0.56632
C -3.94234 3.60111 0.45817
C -4.18991 2.33499 0.90414
H 4.64164 1.30681 -1.00398
H 1.44678 3.06776 -0.29072
H -4.95107 2.15786 1.65412
H 1.28530 0.33049 -1.77907
H 2.26838 3.93647 -1.62378
H 2.11639 -5.32905 -0.47945
H 3.39607 0.44907 1.28025
H 4.42536 3.03111 -1.40350
H -0.87259 -4.35929 1.68617
H 2.52316 0.95054 3.53910
H 3.07395 -4.01928 1.53084
H -0.22545 -2.57940 0.85515
H -1.40334 1.31202 1.91342
H -1.76407 6.30150 -2.54332
H -0.69559 -6.07284 1.95182
H 2.35653 -4.34543 3.11003
H -3.27994 5.94511 -0.62927
H -0.77030 4.34299 -3.69208
H 2.82045 1.75447 -2.51649
H 1.69326 -3.07669 2.09633
H -4.48610 4.45223 0.84911
H 3.83568 2.39646 0.15128
H 0.38791 -5.70683 -0.46042
H 1.62766 -6.09756 1.65904
H 0.10571 1.47097 3.79935
H -3.57070 0.27288 0.88305
H 2.87744 -0.18315 -1.16863
H -0.12679 -4.93945 3.17583
H 0.86739 2.87731 -1.95306
*
```



Look up the maximum force of the first one.
0.43 eV/Å